10
Properties=species:S:1:pos:R:3 method="wB97M-V/def2-TZVPD" e_homo_ev=-9.3 multiplicity=1 fmax_ev_per_a=5.81 lumo_energy_ha=0.0145 homo_lumo_gap_ev=9.72 smiles="[H]/N=C/N.S" molar_mass_da=78.140
S 0.77449 -2.35125 3.12068
N 0.33681 -0.08304 -1.13710
N -0.30129 1.89435 -2.07441
C -0.64455 0.85624 -1.46058
H -1.04861 2.59911 -2.14013
H 1.30955 0.25765 -1.27002
H -1.66852 0.49956 -1.10032
H 0.35841 -1.12155 -1.10670
H -0.26277 -1.13011 2.93063
H 1.14648 -1.42095 4.23797



115
Properties=species:S:1:pos:R:3 method="wB97M-V/def2-TZVPD" e_homo_ev="-14.0 / -14.0" multiplicity=2 fmax_ev_per_a=2.48 lumo_energy_ha="-0.3541 / -0.4527" charge=+3 homo_lumo_gap_ev="4.35 / 1.67" molar_mass_da=1159.489
Br 3.04719 4.22882 -4.53059
Ge -1.75364 3.60441 4.29020
Ti -0.46975 0.60234 1.13383
Cl -0.27291 4.04724 5.76318
Cl -0.18114 2.36669 2.57778
Cl -2.54398 1.72378 5.07256
P 2.84563 -0.10238 0.56245
O 0.40929 2.80235 -0.21459
O 1.29295 0.14714 0.82627
O -0.60400 0.62810 -1.33022
N -0.21241 0.03332 -5.50812
N -2.12657 -0.87892 3.05952
N -0.85650 -1.00211 -3.64631
N -2.31360 1.44960 0.65023
N -4.58703 -0.92631 2.35996
N -5.47642 -1.34081 1.42917
N -2.65636 -1.28440 0.73139
N -3.11177 0.97786 1.66374
N -1.30914 -1.22385 0.50664
N -0.88384 -0.34925 2.88992
C 2.96140 -1.76839 -3.13426
C -2.15252 -2.98131 -0.58589
C -2.03475 -2.96058 -4.74897
C 0.44825 4.19322 0.15998
C -0.15518 -0.66354 3.98355
C -6.56678 -0.87928 3.33818
C -1.32504 -1.76993 -4.69343
C 5.32146 -0.69073 3.74304
C 3.62545 -0.77446 2.03841
C 5.24288 3.69222 -0.22047
C 3.90513 -2.62843 3.54877
C 1.21256 -0.14483 4.25197
C 1.63712 3.37293 -2.23667
C -6.67194 -1.33654 1.99263
C 5.27554 2.66889 -1.15607
C 1.25955 2.03293 -4.20465
C -0.93631 -1.44873 4.82916
C 3.16153 -1.25158 -0.78682
C -7.89182 -1.75149 1.26117
C -0.20178 0.07755 -4.20299
C -3.88835 2.97313 1.12193
C 0.42312 1.18121 -3.47702
C 4.42659 3.59443 0.90136
C 4.50413 1.53215 -0.96791
C -0.91009 -1.08996 -5.85995
C -1.95725 -2.76889 -7.17404
C 3.68455 1.43232 0.15435
C 3.83730 -2.83605 -2.97117
C -2.35320 -3.43869 -6.00775
C 4.38188 -3.10028 -1.72267
C 4.67724 -0.10520 2.66309
C 0.40348 -2.66947 -0.59637
C 3.64272 2.46794 1.09051
C 1.87627 3.09661 -3.57783
C -3.17719 -2.32511 0.06894
C 0.20881 1.44642 -2.12631
C -2.16937 -1.54733 4.21418
C -4.05100 1.88294 1.95557
C 2.63083 -0.97894 -2.04903
C -0.99144 -2.28211 -0.26812
C -1.23294 -1.59771 -7.12341
C 4.05655 -2.30905 -0.63044
C 3.24478 -2.04480 2.48322
C -5.23991 -0.63883 3.53014
C 4.94192 -1.95083 4.18089
C 0.78384 2.55779 -1.51866
C -2.81048 2.65166 0.28967
C -2.43985 3.44713 -0.91452
B -3.18424 -0.55819 1.99156
H -2.23132 4.48047 -0.64113
H -0.27940 4.33337 0.95262
H -1.48443 0.59388 -1.73530
H -2.92466 -4.35255 -6.09004
H 2.54878 -1.54162 -4.10899
H -8.41656 -2.53860 1.80369
H -3.30612 3.47756 -1.57779
H -7.37123 -0.77310 4.04422
H 6.12851 -0.16121 4.22992
H 4.42752 4.38343 1.64233
H 0.77422 -2.19020 -1.49977
H 5.45830 -2.41250 5.01097
H 2.11183 4.22722 -1.77867
H 4.55117 0.72490 -1.68588
H 1.89299 -0.95856 4.49373
H 1.06122 -2.40061 0.22852
H 1.43545 4.46595 0.52142
H -4.49055 3.86400 1.07491
H 4.10375 -3.45494 -3.81674
H 3.62093 -3.61691 3.88299
H 3.00448 2.37836 1.96364
H -4.80264 1.69242 2.70340
H 2.43886 -2.57794 1.99016
H -8.59460 -0.92058 1.18323
H -7.63872 -2.10622 0.26549
H -2.23789 -3.18335 -8.13208
H -2.32285 -3.50012 -3.85620
H -0.93315 -1.06929 -8.01715
H 5.86195 4.56844 -0.35687
H -2.22557 -3.87052 -1.18632
H 0.17472 4.82019 -0.68735
H 5.07682 -3.91882 -1.59784
H 1.60897 0.41025 3.40810
H 5.00616 0.86005 2.30809
H 1.40046 1.83361 -5.25684
H -1.60209 3.04289 -1.46957
H 5.92007 2.74336 -2.02064
H 1.17114 0.51104 5.12413
H 4.51076 -2.51597 0.32789
H 0.44645 -3.74560 -0.75141
H -3.05930 -2.05382 4.54831
H -0.88539 -1.27158 -2.67896
H -0.63106 -1.87709 5.76722
H 1.97277 -0.13089 -2.17056
H -4.23420 -2.51811 0.12973
H -4.70600 -0.26451 4.38750



9
Properties=species:S:1:pos:R:3 method="wB97M-V/def2-TZVPD" e_homo_ev="-8.8 / -7.8" multiplicity=1 fmax_ev_per_a=2.86 lumo_energy_ha="-0.0557 / -0.0947" homo_lumo_gap_ev="7.33 / 5.22" molar_mass_da=193.641
Cl 2.76819 0.14492 -0.22454
Cl -3.35904 1.22649 0.08241
Cl 2.05582 3.23612 0.44600
Si 1.30795 1.59399 -0.45172
Si -1.99085 -0.12531 -0.61925
Si -0.26055 0.38742 0.73134
H 0.35865 0.33692 2.76154
H 1.74619 1.94973 -1.74162
H -2.66048 -1.36882 -0.61903